[1]
# C29H32MgN4O5S2Si

C29H32MgN4O5S2Si as an isolated structure (the ωB97M-V functional and the def2-TZVPD basis, the Open Molecules 2025 dataset).

Geometry as XYZ:
```
74
Properties=species:S:1:pos:R:3:forces:R:3:lowdin_charge:R:1
Mg 1.789868 -1.476412 0.138943 -0.06 0.04 0.02 0.571
C -0.484469 2.650004 3.740499 -0.01 -0.01 0.01 -0.174
Si 1.322117 2.914420 3.360185 0.01 -0.01 0.00 0.507
C 1.672046 4.754654 3.443406 0.00 0.00 0.00 -0.187
C 2.402143 2.028740 4.603129 0.00 0.01 0.00 -0.178
C 1.825460 2.344109 1.620783 0.00 0.01 0.00 -0.233
C 2.440095 3.233902 0.752381 0.00 0.00 0.00 -0.072
C 2.957308 2.827177 -0.478624 0.00 -0.01 0.00 -0.063
C 2.829075 1.502254 -0.817398 -0.02 0.02 -0.03 -0.159
N 2.200756 0.620278 -0.032859 0.03 -0.05 0.07 -0.051
C 1.716067 1.008024 1.171446 0.01 -0.02 -0.01 -0.734
S 0.986152 -0.276432 2.108474 0.01 0.01 0.01 0.618
H -0.722591 3.169798 4.672659 -0.01 0.00 0.00 0.039
H -0.715721 1.593445 3.879264 0.00 0.00 -0.01 0.013
H -1.128293 3.057260 2.958239 0.01 0.02 0.00 0.017
H 1.404229 5.122330 4.436702 0.00 0.00 0.00 0.034
H 1.078664 5.316229 2.718293 0.00 0.00 0.00 0.038
H 2.726851 4.988183 3.283908 0.00 0.00 0.00 0.032
H 2.151926 2.352740 5.616349 0.00 0.00 0.00 0.034
H 3.458936 2.245157 4.432905 0.00 0.00 -0.01 0.034
H 2.260832 0.949290 4.544406 0.00 0.00 0.00 0.007
H 2.542108 4.273763 1.039201 0.00 0.00 0.01 0.095
H 3.459070 3.519423 -1.139509 0.00 0.00 0.00 0.105
H 3.229579 1.110932 -1.745666 0.00 0.00 0.00 0.109
C -2.065948 -2.291727 -1.871377 0.00 0.00 0.00 -0.045
C -1.683882 -3.286644 -2.759719 -0.01 0.00 -0.01 -0.035
C -0.384258 -3.752022 -2.749196 0.00 0.00 0.01 0.000
C 0.545914 -3.210886 -1.860021 0.00 -0.01 -0.02 -0.228
N 0.164064 -2.225508 -1.024174 0.00 0.02 -0.01 0.042
C -1.102692 -1.795361 -1.020711 0.02 0.00 0.01 -0.112
C 1.971523 -3.653490 -1.779530 0.00 0.00 0.00 -0.239
C 2.424201 -4.686708 -2.604926 0.00 0.00 0.00 -0.049
C 3.742742 -5.101007 -2.543844 0.00 0.00 0.00 -0.091
C 4.613611 -4.483389 -1.656774 0.00 0.00 0.00 -0.097
C 4.153186 -3.458715 -0.840833 0.00 0.01 0.00 -0.140
C 2.830116 -3.007256 -0.867407 0.04 -0.01 0.00 -0.140
H -3.071032 -1.897583 -1.841997 0.00 0.00 0.00 0.106
H -2.398209 -3.698631 -3.460897 0.00 0.00 0.00 0.116
H -0.091673 -4.528279 -3.438333 0.00 0.00 0.00 0.104
H -1.339015 -1.027413 -0.293069 -0.01 0.00 0.00 0.089
H 1.763674 -5.184645 -3.302575 0.00 0.00 0.00 0.095
H 4.088049 -5.902357 -3.184451 0.00 0.00 0.00 0.100
H 5.647631 -4.802861 -1.602987 0.00 0.00 0.00 0.098
H 4.860870 -2.998066 -0.158285 0.00 0.00 0.00 0.084
C -4.002662 -2.806632 2.085508 0.00 -0.01 -0.01 -0.041
C -3.762899 -1.432581 1.525127 0.00 0.01 0.00 -0.269
C -2.710613 -0.647056 1.977489 0.00 0.00 0.01 -0.048
C -2.490788 0.622349 1.458930 -0.01 0.00 0.01 -0.077
C -3.337718 1.111400 0.479720 -0.02 0.00 -0.01 -0.274
C -4.403583 0.346413 0.014025 0.01 -0.01 0.00 -0.051
C -4.606015 -0.916925 0.537271 0.00 0.00 0.00 -0.045
S -3.046018 2.706009 -0.225351 0.01 0.00 0.01 0.628
O -4.301443 3.205690 -0.695638 0.00 0.01 0.01 -0.279
O -2.222256 3.443168 0.688886 -0.01 -0.01 0.00 -0.285
N -2.132977 2.448015 -1.557084 -0.01 0.01 -0.02 -0.116
C -0.752214 2.010049 -1.385285 0.00 0.01 0.00 -0.204
C -0.105066 1.802728 -2.754024 0.00 0.01 0.01 -0.072
C -0.708271 0.613598 -3.463575 0.01 0.00 0.00 -0.464
O -1.881025 0.520387 -3.699644 0.00 0.00 0.01 0.125
O 0.089345 -0.424907 -3.866423 0.01 -0.01 0.00 0.025
H -3.167642 -3.131516 2.704269 0.00 0.00 0.00 0.078
H -4.140224 -3.535752 1.285639 0.00 0.00 0.00 0.081
H -4.904245 -2.821891 2.700753 0.00 0.00 0.00 0.086
H -2.035803 -1.029318 2.733937 0.00 0.00 0.00 0.105
H -1.665159 1.221328 1.813950 0.00 0.00 0.00 0.067
H -5.069216 0.752505 -0.736445 0.00 0.00 0.00 0.117
H -5.436421 -1.515746 0.180789 0.00 0.00 0.00 0.119
H -2.639127 1.954794 -2.286618 0.00 -0.01 0.01 0.100
H -0.674236 1.090975 -0.789171 -0.01 0.00 -0.01 0.104
H -0.209907 2.788606 -0.850493 0.01 -0.01 0.01 0.117
H 0.967202 1.713854 -2.635033 0.00 0.01 0.01 0.075
H -0.313107 2.676327 -3.375787 0.00 -0.01 -0.01 0.143
O 2.069428 -1.269470 -3.838150 0.01 -0.01 -0.07 0.144
N 1.521585 -0.333124 -3.473578 -0.02 -0.01 0.02 0.054
```
Positions in Å, forces in eV/Å.

charge: 0
ΔE to the lowest compared entry with this formula, charge and spin: 0.00 kcal/mol
gap between HOMO and LUMO: 7.25 eV


[2]
# C29H32N

C29H32N as an isolated structure (the ωB97M-V functional and the def2-TZVPD basis, the Open Molecules 2025 dataset).

Geometry as XYZ:
```
62
Properties=species:S:1:pos:R:3:forces:R:3:lowdin_charge:R:1
C -1.225219 3.665641 -1.067725 0.23 -0.27 -0.22 -0.122
C -0.011741 4.068647 -1.925619 -0.25 -0.30 0.03 -0.147
C 1.166006 3.656345 -1.079026 -0.44 -0.38 0.21 -0.014
C 0.800987 2.898076 -0.020923 -0.07 -0.36 -0.86 -0.015
C -0.679498 2.636823 -0.036129 0.30 3.82 0.68 -0.179
C -1.376351 2.724492 1.293119 -0.48 -0.86 0.32 -0.180
C -0.678857 2.488002 2.489654 -0.08 -0.01 0.05 -0.008
C -1.296806 2.663752 3.734587 0.02 -0.02 -0.27 -0.049
C -2.634517 3.067560 3.814467 0.28 -0.11 -0.29 -0.052
C -3.341117 3.314868 2.633701 0.24 -0.13 -0.42 -0.054
C -2.723798 3.135577 1.388128 -0.04 -0.01 0.20 -0.026
H -1.603078 4.541740 -0.529179 0.09 -0.31 -0.04 0.134
H -2.038725 3.260702 -1.679194 0.03 0.13 0.19 0.113
H -0.042816 3.532694 -2.888894 0.29 0.17 0.16 0.121
H -0.025597 5.139447 -2.159643 0.13 -0.22 0.04 0.126
H 2.175499 3.953719 -1.358268 -0.15 -0.07 0.38 0.123
H 1.454503 2.485405 0.745809 -0.08 0.13 -0.41 0.117
H 0.370602 2.196810 2.434788 -0.38 -0.01 0.23 0.109
H -0.720378 2.485854 4.642730 -0.18 0.04 -0.25 0.115
H -3.122589 3.187205 4.784937 0.21 0.00 -0.35 0.118
H -4.377969 3.651544 2.672145 0.31 -0.11 -0.01 0.114
H -3.291553 3.357561 0.481119 0.14 -0.13 0.31 0.117
C 5.361641 -3.223246 -0.063075 -0.16 0.06 0.57 -0.074
C 4.848066 -3.117025 1.219250 0.32 -0.02 -0.48 -0.029
C 3.457833 -2.962346 1.442402 -0.55 0.00 -0.82 -0.161
C 2.923150 -2.913413 2.749909 -0.79 0.02 0.31 -0.031
C 1.554589 -2.853356 2.954916 0.79 0.05 -0.01 -0.067
C 0.674232 -2.807679 1.855799 0.29 0.07 -0.78 -0.040
C 1.144639 -2.819454 0.550453 -0.28 -0.01 0.47 -0.155
C 0.149766 -2.839975 -0.599588 0.12 0.04 0.24 -0.101
C -0.002296 -1.529214 -1.379987 0.52 0.37 -0.12 -0.276
C -0.857773 -1.689428 -2.651309 -0.50 0.13 -0.41 -0.085
C -2.220509 -0.937779 -2.502667 0.50 -0.03 0.97 -0.238
C -2.855750 -1.265345 -1.117775 -0.38 -0.25 -0.78 -0.121
C -1.932859 -0.766626 -0.014341 1.40 0.48 -0.27 -0.101
N -0.567301 -0.385497 -0.600161 -1.18 -0.61 0.54 -0.049
C -0.742356 0.714668 -1.479757 1.01 -2.11 -0.10 -0.130
C -1.908172 0.576394 -2.435170 -0.52 0.72 -0.12 -0.097
C 2.558637 -2.903609 0.307157 0.29 -0.08 0.81 -0.108
C 3.122558 -2.998750 -0.987117 0.77 -0.12 -0.32 -0.033
C 4.493387 -3.171196 -1.173598 -0.94 0.19 0.15 -0.068
H 6.435504 -3.348400 -0.219320 -0.37 0.02 0.08 0.109
H 5.506618 -3.169236 2.090502 -0.17 0.03 -0.31 0.117
H 3.611045 -2.947442 3.594312 -0.19 -0.03 -0.15 0.115
H 1.146235 -2.852126 3.962170 0.13 0.02 -0.14 0.105
H -0.402260 -2.768784 2.027863 0.25 -0.08 0.02 0.103
H 0.486352 -3.595176 -1.328467 -0.26 0.23 0.15 0.127
H -0.839899 -3.165043 -0.238706 0.36 -0.02 -0.10 0.119
H 1.003227 -1.190519 -1.672230 -0.16 -0.14 0.10 0.143
H -0.276129 -1.252919 -3.476125 -0.38 -0.17 -0.09 0.125
H -1.035860 -2.741147 -2.896106 0.03 0.12 0.09 0.125
H -2.897692 -1.186686 -3.326315 0.15 0.22 0.18 0.149
H -3.821891 -0.750441 -1.024444 0.12 -0.26 -0.16 0.120
H -3.039059 -2.339629 -1.014667 0.01 0.11 -0.11 0.120
H -2.332771 0.138959 0.460831 0.17 -0.23 0.01 0.118
H -1.769335 -1.526161 0.757917 0.01 0.40 -0.15 0.103
H -0.920977 1.562750 -0.637637 -0.30 0.19 0.17 0.079
H 0.196264 0.983157 -1.995839 -0.24 0.08 0.58 0.164
H -1.618281 0.996170 -3.405593 -0.10 -0.06 0.15 0.131
H -2.767925 1.157181 -2.065989 -0.05 -0.29 -0.25 0.128
H 2.464393 -2.955126 -1.856598 0.28 -0.07 0.18 0.100
H 4.893972 -3.268975 -2.181484 -0.10 0.04 0.23 0.105
```
Positions in Å, forces in eV/Å.

charge: +1
ΔE to the lowest compared entry with this formula, charge and spin: 28.59 kcal/mol
gap between HOMO and LUMO: 5.46 eV


[3]
# C29H32N2O

A 2-piece molecular cluster, C29H32N2O overall (the ωB97M-V functional and the def2-TZVPD basis, the Open Molecules 2025 dataset).

Geometry as XYZ:
```
64
Properties=species:S:1:pos:R:3:forces:R:3:lowdin_charge:R:1
C 0.493423 -0.082622 0.873206 2.01 -0.11 -0.34 0.026
C 1.762837 -0.232267 0.375286 -2.10 0.18 0.32 -0.285
N 2.659412 0.779245 0.078742 -0.07 0.25 0.18 0.008
C 2.288220 2.141589 -0.093899 0.62 0.37 -0.32 -0.121
C 3.072472 3.140399 0.513859 -0.74 0.14 -0.10 -0.194
C 4.262267 2.843173 1.369046 0.39 0.08 0.40 -0.045
C 2.707438 4.474432 0.331475 -0.26 -0.15 -0.30 -0.013
C 1.621170 4.829300 -0.474226 0.17 -0.29 0.14 -0.273
C 1.229096 6.267008 -0.628806 -0.05 0.26 -0.05 -0.060
C 0.925018 3.826966 -1.149783 0.32 -0.13 0.31 -0.005
C 1.269136 2.478588 -1.003147 0.14 0.33 0.16 -0.184
C 0.579067 1.467878 -1.865323 -0.62 0.10 -0.41 -0.034
C 3.829161 0.206023 -0.405511 0.37 -0.67 -0.80 -0.054
C 3.624994 -1.120919 -0.528421 0.82 0.66 -0.15 -0.067
N 2.357807 -1.410197 -0.060494 0.01 -0.46 0.32 0.014
C 1.575119 -2.535362 -0.433698 -0.29 0.01 -0.20 -0.130
C 1.345850 -2.778286 -1.801970 -0.49 -0.32 0.49 -0.177
C 2.057821 -2.068802 -2.912528 -0.06 0.15 -0.64 -0.038
C 0.375071 -3.724256 -2.136224 0.34 0.05 0.28 -0.011
C -0.317627 -4.437749 -1.158492 0.22 0.17 0.16 -0.273
C -1.341802 -5.441395 -1.585892 -0.21 -0.22 -0.07 -0.061
C -0.023490 -4.217486 0.190849 0.12 0.07 -0.37 -0.001
C 0.930536 -3.269295 0.571557 0.11 -0.07 -0.57 -0.210
C 1.284185 -3.086821 2.014732 -0.11 -0.38 0.52 -0.040
H -0.061341 -0.980889 1.094822 -0.33 0.48 -0.08 0.034
H 0.183072 0.934404 1.068722 -0.32 -0.39 0.19 0.054
H 4.468896 1.776484 1.471022 -0.06 0.20 0.06 0.064
H 5.154435 3.336359 0.955489 -0.17 -0.20 0.04 0.089
H 4.120857 3.272218 2.370875 0.02 -0.19 -0.18 0.088
H 3.284878 5.253994 0.834475 -0.14 -0.18 -0.14 0.125
H 0.351245 6.346542 -1.276450 0.12 0.12 0.11 0.073
H 0.990710 6.718509 0.342378 0.01 -0.07 -0.19 0.083
H 2.043942 6.853130 -1.072189 -0.17 -0.07 0.06 0.082
H 0.107829 4.092741 -1.824322 0.23 -0.06 0.18 0.114
H -0.159865 2.004048 -2.475124 0.17 -0.17 0.00 0.078
H 1.257541 0.957473 -2.566720 -0.06 0.12 0.39 0.078
H 0.026216 0.724443 -1.279361 0.28 0.03 -0.13 0.067
H 4.683869 0.797187 -0.693245 -0.10 -0.04 0.08 0.122
H 4.274595 -1.883676 -0.923568 0.01 0.03 0.16 0.122
H 1.511098 -2.280859 -3.841435 0.20 0.08 0.14 0.079
H 2.085392 -0.976242 -2.810047 0.13 -0.36 0.20 0.062
H 3.081599 -2.446187 -3.059223 -0.25 0.23 0.15 0.088
H 0.164334 -3.899214 -3.194159 0.00 -0.02 0.29 0.120
H -1.826473 -5.888462 -0.714360 -0.03 -0.02 -0.18 0.073
H -2.104939 -4.970740 -2.218789 0.08 -0.12 0.16 0.083
H -0.878185 -6.239873 -2.179996 -0.12 0.11 0.16 0.084
H -0.536247 -4.793538 0.965747 0.12 0.14 -0.25 0.115
H 0.743244 -3.850187 2.587149 0.14 0.17 0.03 0.077
H 2.356306 -3.247932 2.198353 -0.25 0.19 -0.14 0.093
H 0.997196 -2.109232 2.416934 0.20 -0.11 -0.15 0.068
O -2.137081 0.560344 1.587950 -1.64 -0.93 0.14 0.030
C -3.026266 -0.277748 1.620976 0.77 0.76 0.08 -0.194
C -4.488944 0.013430 1.685440 -0.33 0.34 -0.03 -0.190
C -5.412314 -1.044054 1.706197 0.27 0.39 -0.01 -0.044
C -6.782250 -0.783687 1.727295 -0.07 0.25 0.02 -0.082
C -7.243629 0.541753 1.733104 0.45 -0.19 -0.02 -0.077
C -6.321762 1.601164 1.726914 0.02 -0.26 0.01 -0.076
C -4.950263 1.342794 1.708002 -0.19 -0.27 -0.01 -0.020
H -2.778881 -1.363542 1.610426 0.03 0.18 -0.03 0.123
H -5.029537 -2.065301 1.708539 -0.18 0.17 -0.04 0.110
H -7.492478 -1.613433 1.737301 0.21 0.29 0.00 0.104
H -8.317159 0.745974 1.743181 0.38 -0.06 0.00 0.104
H -6.679016 2.631872 1.735482 0.10 -0.29 0.01 0.104
H -4.227836 2.160774 1.711881 -0.16 -0.29 -0.04 0.119
```
Positions in Å, forces in eV/Å.

charge: 0
SMILES: C=C1N(c2c(C)cc(C)cc2C)C=CN1c1c(C)cc(C)cc1C.O=Cc1ccccc1
gap between HOMO and LUMO: 6.33 eV